Molecular formula: C2H9NO2
Method: DFT, wB97M-V/def2-TZVPD

Each line ends with the Löwdin charge.
Cartesian coordinates (Å):
1 C 0.4186 1.2272 -0.9501  -0.12
2 N -0.6273 0.4513 -0.3661  -0.11
3 C -0.9189 0.4055 0.9953  -0.25
4 O -0.2440 -0.7447 1.6616  -0.10
5 H 0.8073 2.0434 -0.3467  0.08
6 H 0.1156 1.6634 -1.9034  0.08
7 H 1.2993 0.6277 -1.2471  0.07
8 H -1.1657 -0.1127 -0.9851  0.12
9 H -0.5394 1.2674 1.5370  0.12
10 H -1.9732 0.2358 1.1781  0.12
11 H 0.3637 -0.4376 2.3341  0.06
12 O 0.8262 -2.5888 -0.6017  -0.09
13 H 0.3858 -1.9465 0.0137  0.01
14 H 1.2520 -2.0912 -1.3197  0.02

Total charge   0
Energy above the lowest of the compared OMol25 structures with the same formula, charge and spin   8.0 kcal/mol
HOMO level   -0.3365 Ha
Kohn-Sham gap   10.0 eV
Maximum force   0.033 hartree/bohr
Electronic energy   -286.805623 hartree
SMILES   CNCO.O



Molecular formula: C2H9NO3
Method: DFT, wB97M-V/def2-TZVPD

Each line ends with the Löwdin spin population.
Cartesian coordinates (Å):
1 C -2.5415 1.1187 -3.0377  0.08
2 C -1.8107 0.2596 -2.0075  0.10
3 N -0.4805 0.3523 -1.9743  0.04
4 O -2.4282 -0.5274 -1.2928  0.77
5 H -3.0919 1.8897 -2.4907  0.00
6 H -3.2856 0.5155 -3.5455  0.00
7 H -1.8334 1.5785 -3.7179  0.01
8 H -0.0405 -0.3465 -1.3766  0.00
9 H -0.0131 0.8238 -2.7485  0.00
10 H 2.5105 -0.0157 4.0296  0.00
11 H 3.8276 -0.1592 4.8342  0.00
12 O 2.9732 0.2934 4.7963  0.00
13 H 1.6153 -2.1660 3.4640  0.00
14 H 2.5891 -2.0692 2.2527  0.00
15 O 2.0098 -1.5475 2.8145  0.00

Total charge   +1
Energy above the lowest of the compared OMol25 structures with the same formula, charge and spin   0.0 kcal/mol
HOMO level (alpha / beta)   -0.4685 / -0.4685 Ha
Kohn-Sham gap (alpha / beta)   8.2 / 3.1 eV
Maximum force   0.065 hartree/bohr
Electronic energy   -361.735858 hartree
Multiplicity   2



Molecular formula: C2H9NO4
Method: DFT, wB97M-V/def2-TZVPD

Each line ends with the Löwdin charge.
Cartesian coordinates (Å):
1 O -1.3158 -1.0025 -1.4137  0.05
2 C -0.2203 -0.8573 -1.8755  -0.34
3 N 0.9298 -0.6154 -1.1333  0.03
4 C 0.8400 -0.7376 0.3344  -0.28
5 O 0.3378 0.3950 0.9506  -0.04
6 H 0.0409 -1.0082 -2.9335  0.13
7 H 1.3950 0.2783 -1.2813  0.14
8 H 0.3225 -1.6536 0.6191  0.12
9 H 1.8693 -0.9553 0.5921  0.12
10 H -0.6203 0.3451 0.8439  0.06
11 O 1.8854 2.9056 0.9429  -0.07
12 H 1.0660 2.4624 1.1924  0.01
13 H 2.4255 2.9327 1.7394  0.03
14 O -2.2620 -0.7483 1.5365  -0.05
15 H -2.7076 -1.0183 0.7220  0.04
16 H -2.6166 -1.3780 2.1717  0.05

Total charge   0
Energy above the lowest of the compared OMol25 structures with the same formula, charge and spin   22.1 kcal/mol
HOMO level   -0.3740 Ha
Kohn-Sham gap   10.8 eV
Maximum force   0.027 hartree/bohr
Electronic energy   -437.312120 hartree
SMILES   O=CNCO.O.O



Molecular formula: C2H9NO4
Method: DFT, wB97M-V/def2-TZVPD

Each line ends with the Löwdin charge.
Cartesian coordinates (Å):
1 H -0.5569 -0.2297 -0.7729  0.00
2 O -1.0116 -1.1401 -1.3026  -0.22
3 N 0.3548 0.6185 -0.2399  0.03
4 H -1.1946 -0.9329 -2.2293  0.01
5 H -0.0124 1.5696 -0.1129  0.11
6 H 1.0908 0.7778 -0.8345  0.09
7 C 0.8441 0.0022 0.9937  -0.10
8 H 1.3723 0.6559 1.6654  0.12
9 H -0.0103 -0.4377 1.5046  0.13
10 C 1.8409 -1.1524 0.6906  -0.55
11 O 2.8180 -1.2486 1.3690  0.11
12 O 1.6188 -1.9386 -0.3332  0.12
13 H 0.7502 -1.8450 -0.8359  0.11
14 O -2.2975 1.6549 0.3407  -0.06
15 H -2.4558 1.7235 -0.6128  0.05
16 H -3.1508 1.9227 0.7101  0.05

Total charge   0
Energy above the lowest of the compared OMol25 structures with the same formula, charge and spin   20.7 kcal/mol
HOMO level   -0.3720 Ha
Kohn-Sham gap   10.4 eV
Maximum force   0.059 hartree/bohr
Electronic energy   -437.314445 hartree



Molecular formula: C2H9NO4
Method: DFT, wB97M-V/def2-TZVPD

Each line ends with the Löwdin charge.
Cartesian coordinates (Å):
1 O 0.6366 2.3930 0.4493  0.06
2 C 0.5157 1.5385 -0.3770  -0.39
3 N -0.3202 0.4468 -0.4057  0.04
4 C -0.8442 -0.0270 0.8631  -0.24
5 O -0.1555 -1.2194 1.2779  -0.08
6 H 1.0514 1.4674 -1.3931  0.14
7 H -0.9022 0.3084 -1.2167  0.11
8 H -0.6301 0.5524 1.7786  0.13
9 H -1.9276 -0.2089 0.8276  0.12
10 H 0.5555 -1.4170 0.6648  0.05
11 O -2.5731 -1.4502 -1.7818  -0.04
12 H -3.1885 -2.1408 -1.5421  0.04
13 H -2.1066 -1.7495 -2.5642  0.04
14 O 2.8294 -0.8308 0.2768  -0.05
15 H 2.8730 0.1196 0.1323  0.03
16 H 2.9110 -0.9055 1.2334  0.05

Total charge   0
Energy above the lowest of the compared OMol25 structures with the same formula, charge and spin   32.8 kcal/mol
HOMO level   -0.3683 Ha
Kohn-Sham gap   10.5 eV
Maximum force   0.062 hartree/bohr
Electronic energy   -437.295210 hartree
SMILES   O=CNCO.O.O



Molecular formula: C2H9NOP
Method: DFT, wB97M-V/def2-TZVPD

Each line ends with the Löwdin charge.
Cartesian coordinates (Å):
1 C -2.1216 -0.8133 0.0385  -0.03
2 C -0.7415 0.9409 -0.7114  0.08
3 N -1.5489 0.4914 0.1402  -0.04
4 O 1.4414 0.5611 0.1674  -0.54
5 P 2.6937 -0.1671 0.2806  0.70
6 H -3.2080 -0.8126 -0.1466  0.11
7 H -1.5409 -1.2118 -0.8262  0.10
8 H -1.9178 -1.4956 0.9437  0.14
9 H -0.5111 0.2909 -1.6176  0.15
10 H -0.1931 1.8519 -0.4938  0.12
11 H -1.8507 1.2370 0.8140  0.21
12 H 3.4914 0.5013 1.2358  -0.02
13 H 2.5994 -1.4350 1.0416  0.02
14 H 3.4077 0.0608 -0.8664  -0.01

Total charge   +1
Energy above the lowest of the compared OMol25 structures with the same formula, charge and spin   28.1 kcal/mol
HOMO level   -0.5326 Ha
Kohn-Sham gap   10.5 eV
Maximum force   0.068 hartree/bohr
Electronic energy   -552.635748 hartree



Molecular formula: C2H9NOSi
Method: DFT, wB97M-V/def2-TZVPD

Each line ends with the Löwdin charge.
Cartesian coordinates (Å):
1 C 1.1553 1.0582 -0.6088  -0.01
2 C 1.0878 -1.1064 0.6319  -0.06
3 N 0.9586 0.3260 0.6500  -0.40
4 O -0.0115 0.7561 1.3979  -0.15
5 Si -2.2740 -0.0754 -0.3694  0.65
6 H 1.9445 0.5874 -1.0453  0.05
7 H 0.1533 0.7105 -1.1276  0.07
8 H 1.1176 2.0632 -0.5506  0.05
9 H 1.9303 -1.2707 -0.0221  0.08
10 H 1.3015 -1.5494 1.6777  0.12
11 H 0.0365 -1.3837 0.4416  0.04
12 H -2.3505 -0.3082 1.0708  -0.15
13 H -2.2669 1.3215 -0.7494  -0.16
14 H -2.7825 -1.1291 -1.3967  -0.13

Total charge   0
Energy above the lowest of the compared OMol25 structures with the same formula, charge and spin   181.2 kcal/mol
HOMO level (alpha / beta)   -0.3009 / -0.2653 Ha
Kohn-Sham gap (alpha / beta)   7.8 / 7.6 eV
Maximum force   0.124 hartree/bohr
Electronic energy   -500.869994 hartree



Molecular formula: C2H9NP
Method: DFT, wB97M-V/def2-TZVPD

Each line ends with the Löwdin charge.
Cartesian coordinates (Å):
1 C -0.3682 -1.1596 1.0413  -0.09
2 C -0.0244 -0.1201 -0.0842  -0.63
3 N -0.5618 1.2055 0.2611  0.10
4 P 1.8991 0.1118 -0.2290  0.84
5 H 0.0540 -0.8574 1.9340  0.04
6 H -0.0735 -2.2056 0.8047  0.11
7 H -1.4550 -1.2727 1.1556  0.09
8 H -0.4144 -0.4710 -1.0672  0.12
9 H -0.4636 1.0992 1.3359  0.19
10 H -0.1185 2.0977 -0.1329  0.19
11 H -1.5870 1.2077 0.0290  0.19
12 H 2.2817 0.9499 -1.3740  -0.08
13 H 1.8981 -0.9562 -1.1642  -0.08

Total charge   +1
Energy above the lowest of the compared OMol25 structures with the same formula, charge and spin   8.1 kcal/mol
HOMO level   -0.5174 Ha
Kohn-Sham gap   10.0 eV
Maximum force   0.059 hartree/bohr
Electronic energy   -477.394537 hartree
SMILES   C[C@@H]([NH3+])P



Molecular formula: C2H9NPS
Method: DFT, wB97M-V/def2-TZVPD

Each line ends with the Löwdin charge.
Cartesian coordinates (Å):
1 N 0.0833 1.3794 0.4839  0.05
2 C -0.4754 0.0615 -0.2276  -0.54
3 P -1.8868 -0.8017 0.6763  0.89
4 C 0.7607 -0.9733 -0.1587  -0.56
5 S 2.3982 -0.2324 -0.0526  0.86
6 H -0.0014 2.1488 -0.2069  0.15
7 H 1.2218 1.2021 0.4796  0.05
8 H -0.3363 1.7280 1.4180  0.19
9 H -0.6482 0.5296 -1.1601  0.09
10 H -2.1359 -1.6617 -0.4376  -0.05
11 H -2.8365 0.1206 0.5432  -0.14
12 H 0.6126 -1.5409 0.7908  0.06
13 H 0.7509 -1.8598 -0.8238  0.10
14 H 2.4931 -0.1001 -1.3242  -0.12

Total charge   +1
Energy above the lowest of the compared OMol25 structures with the same formula, charge and spin   30.4 kcal/mol
HOMO level   -0.5163 Ha
Kohn-Sham gap   10.5 eV
Maximum force   0.051 hartree/bohr
Electronic energy   -875.580073 hartree
SMILES   [NH3+][C@H](P)CS



Molecular formula: C2H9NS
Method: DFT, wB97M-V/def2-TZVPD

Each line ends with the Löwdin charge.
Cartesian coordinates (Å):
1 C 0.7196 1.0749 0.9309  -0.43
2 S -0.0554 0.5066 -0.5703  0.75
3 C 1.3980 0.1681 -1.4824  -0.50
4 H -0.0093 1.4431 1.6356  0.03
5 H 1.3622 0.2672 1.2911  0.04
6 H 1.3904 1.9030 0.6644  0.04
7 H 1.1755 0.0587 -2.5572  0.04
8 H 1.9043 -0.7948 -1.2625  0.04
9 H 2.2388 0.8569 -1.4829  0.04
10 N -2.6951 -1.0165 0.6788  -0.02
11 H -2.3872 -1.5104 -0.1652  -0.01
12 H -1.8395 -1.1453 1.2263  -0.01
13 H -3.2022 -1.8115 1.0934  0.01

Total charge   0
Energy above the lowest of the compared OMol25 structures with the same formula, charge and spin   10.5 kcal/mol
HOMO level   -0.3108 Ha
Kohn-Sham gap   9.5 eV
Maximum force   0.055 hartree/bohr
Electronic energy   -534.512873 hartree
SMILES   CSC.N



Molecular formula: C2H9NS
Method: DFT, wB97M-V/def2-TZVPD

Each line ends with the Löwdin charge.
Cartesian coordinates (Å):
1 C -0.5903 1.4152 -1.3334  -0.17
2 N 0.1655 0.2017 -1.1524  -0.24
3 C -0.5044 -0.9439 -1.7273  -0.18
4 H -0.9515 1.4511 -2.3438  0.06
5 H 0.1007 2.2169 -1.0227  0.09
6 H -1.4537 1.4984 -0.6660  0.08
7 H 1.0509 0.3688 -1.7459  0.14
8 H -0.6843 -0.8796 -2.8344  0.08
9 H 0.1509 -1.8293 -1.5467  0.08
10 H -1.4927 -1.0502 -1.2789  0.07
11 S 0.5035 -0.2707 2.1879  0.46
12 H -0.5761 -0.6469 1.5432  -0.26
13 H 1.2095 -1.0381 1.3195  -0.21

Total charge   0
Energy above the lowest of the compared OMol25 structures with the same formula, charge and spin   20.9 kcal/mol
HOMO level   -0.3230 Ha
Kohn-Sham gap   9.7 eV
Maximum force   0.049 hartree/bohr
Electronic energy   -534.496436 hartree
SMILES   CNC.S



Molecular formula: C2H9NS
Method: DFT, wB97M-V/def2-TZVPD

Each line ends with the Löwdin charge.
Cartesian coordinates (Å):
1 N -1.9704 1.3680 -1.6728  -0.04
2 H -1.5114 0.7757 -0.9309  -0.09
3 H 3.6807 -3.0224 0.9392  0.01
4 H -1.9476 1.1419 -2.6857  0.01
5 H -2.0293 2.3809 -1.3675  0.02
6 C 0.8503 0.3902 1.1901  -0.43
7 C 1.2602 -0.0576 -0.1764  -0.45
8 S -0.3174 -0.7086 0.3877  0.78
9 H 3.2451 -2.7848 1.7196  0.01
10 H 0.4477 1.3490 1.1195  0.04
11 H 1.2260 -0.0335 2.1034  0.06
12 H 1.0113 0.5647 -0.9728  0.03
13 H 2.0856 -0.6053 -0.5008  0.05

Total charge   0
Energy above the lowest of the compared OMol25 structures with the same formula, charge and spin   63.1 kcal/mol
HOMO level   -0.3264 Ha
Kohn-Sham gap   9.8 eV
Maximum force   0.076 hartree/bohr
Electronic energy   -534.429072 hartree